113
Properties=species:S:1:pos:R:3:mulliken_charge:R:1 method="wB97M-V/def2-TZVPD" lumo_energy_ev=-3.77 homo_energy_ev=-11.12 total_charge=+1
H 6.51 1.24 1.59 0.243
H -6.75 4.18 -7.88 0.472
C 0.75 0.16 2.49 -0.755
C 2.24 2.08 3.12 -1.867
H -0.50 1.33 -5.76 0.492
C 0.34 5.64 0.10 -1.559
H -7.66 6.27 -8.84 0.403
C -0.55 4.49 -6.96 -0.619
C -3.90 6.00 -8.01 0.186
C 2.19 -1.46 3.66 -0.548
O 4.54 2.60 3.39 -0.329
C -4.24 3.66 -7.17 0.501
O -0.57 -2.07 -0.90 -0.590
H 2.78 -0.62 5.52 0.369
C 0.55 1.99 -2.31 0.517
C -0.10 -10.23 2.16 -0.573
C -0.83 -6.55 1.72 0.562
C -5.76 7.28 -8.84 -0.477
C -0.11 -0.47 1.58 1.437
C -6.10 5.02 -8.07 -0.570
N 1.14 -0.41 3.73 0.100
C -0.43 0.16 0.37 0.938
C -3.50 -5.87 4.97 -0.580
H 0.48 5.27 -0.92 0.414
C -2.27 -5.07 3.08 -0.385
H -3.55 -3.84 4.27 0.505
H 3.89 0.74 2.68 0.001
H 1.11 -11.46 0.90 0.414
H 5.03 -2.89 3.36 0.374
H -1.34 2.03 -1.37 0.627
C -4.41 7.18 -8.54 -0.588
C 3.66 1.80 2.62 0.173
H 3.75 2.08 1.55 0.416
C -2.23 -1.76 2.09 -0.151
C 6.56 2.23 2.05 -1.065
H -0.35 -2.11 2.95 0.614
C -3.14 -4.83 4.12 -0.512
H -0.09 6.00 2.67 0.485
C -2.77 3.56 -6.91 0.271
C -0.32 2.24 -1.09 -1.264
O -1.70 6.86 -7.91 -0.652
H 5.19 -1.47 5.45 0.447
H -1.98 -4.28 2.40 0.452
H -2.82 -2.28 1.34 0.593
O -1.21 -0.07 -2.21 -0.365
H -1.09 -2.88 -1.03 0.357
C -1.92 4.63 -7.19 0.265
H 2.70 -1.34 2.71 0.512
H -4.19 -5.69 5.79 0.407
H 0.32 -0.77 4.19 0.544
H -0.37 -2.59 1.29 0.468
O -4.98 2.73 -6.91 -0.664
H 0.73 -7.36 -0.28 0.454
C -2.44 5.92 -7.72 0.551
H -0.66 4.07 1.21 0.327
H 2.12 1.69 4.12 0.543
O 0.22 2.23 -3.42 -0.395
C -4.75 4.92 -7.76 0.233
O 6.39 1.86 4.40 -0.494
N -2.83 -1.20 3.05 -0.739
C 1.01 -9.44 0.18 -0.534
C -2.26 2.38 -6.39 -0.695
C 0.50 -8.17 0.40 -0.502
H 6.29 -1.63 3.29 0.386
H -2.04 0.08 -2.69 0.353
C 3.15 -1.41 4.87 -1.068
C 4.63 -1.12 4.58 -0.093
O -0.54 -5.63 0.98 -0.669
H 6.13 2.96 1.37 0.359
H -3.75 8.01 -8.72 0.478
H 1.64 -9.63 -0.68 0.411
C -0.62 -8.96 2.38 0.176
C 5.86 2.19 3.39 0.772
H -2.93 1.56 -6.18 0.500
H 4.79 -1.42 2.42 0.224
H -0.27 3.31 -0.90 -0.184
H 7.61 2.45 2.24 0.375
H 1.59 3.52 -0.26 0.473
Cl 2.17 1.35 -1.97 -0.159
C -1.52 -8.74 3.55 0.540
C 5.21 -1.82 3.35 -1.185
H -6.16 8.19 -9.25 0.406
H 1.02 3.21 -6.28 0.467
H -0.59 6.21 0.16 0.402
N 0.88 2.05 1.05 0.723
C -0.90 2.25 -6.16 -0.407
O -1.78 -9.64 4.32 -0.646
C 1.37 3.43 0.79 -2.080
H 3.07 -2.34 5.44 0.376
P -1.56 -0.78 -0.78 -0.096
H 4.80 -0.04 4.54 -0.014
H 2.31 3.58 1.31 0.767
C -2.09 -7.38 3.74 0.569
C -6.61 6.20 -8.60 -0.484
C -0.31 -7.92 1.50 0.024
C 0.71 -10.47 1.07 -0.497
C -1.75 -6.34 2.88 0.001
H 2.11 3.16 3.15 0.227
H -2.17 -0.76 3.70 0.260
H -0.35 -11.03 2.85 0.487
H -3.24 -7.96 5.44 0.506
H 0.10 5.32 -7.19 0.494
C 0.33 4.52 1.17 1.116
C -0.70 -1.80 1.97 -2.454
H 1.14 6.35 0.32 0.435
C 0.06 1.45 0.14 0.884
C -0.04 3.31 -6.45 -0.573
H 1.61 5.62 2.52 0.437
H 0.49 4.49 3.37 0.359
C -2.97 -7.14 4.78 -0.700
C 0.61 5.17 2.53 -1.855
C 1.25 1.43 2.20 0.589
H 1.72 -2.45 3.64 0.391